1.
Molecular formula: H4NOPS
Method: DFT, wB97M-V/def2-TZVPD

Geometry (Å):
S1 1.64365 -0.47596 -3.06132
P1 1.71528 0.62957 -1.49973
O1 1.15753 -0.21418 -0.20677
N1 -0.95532 -0.01883 1.03458
H1 -1.47309 0.86813 1.34885
H2 -1.26751 -0.43040 0.14579
H3 -1.30447 -0.62045 1.87774
H4 0.48393 0.26211 0.36085

SMILES: OP=S.N
Frontier orbital gap, eV: 8.48
HOMO level, eV: -8.894



2.
Molecular formula: C5H8O2
Method: DFT, wB97M-V/def2-TZVPD

Geometry (Å):
O1 -1.05804 0.81518 -1.57785
O2 -2.20324 1.63617 0.73934
C1 1.13580 -1.84051 -0.16141
C2 0.08186 0.91338 0.58823
C3 -1.14038 1.43176 1.28877
C4 0.45657 -0.88452 -1.09439
C5 -0.17693 0.21878 -0.72894
H1 -1.02432 1.65659 2.36558
H2 -1.75030 1.17748 -0.99651
H3 0.91837 -1.71523 0.91095
H4 2.12324 -1.49483 -0.46033
H5 0.50166 -1.15299 -2.15202
H6 0.75246 -2.84584 -0.40798
H7 0.72216 1.79871 0.41411
H8 0.66110 0.28588 1.27245

SMILES: C/C=C(/O)CC=O
Frontier orbital gap, eV: 8.99
HOMO level, eV: -8.253



3.
Molecular formula: C6H14ClO6RhS2
Method: DFT, wB97M-V/def2-TZVPD

Geometry (Å):
Rh1 -2.53092 -0.28621 -0.00003
Cl1 -4.38412 -1.63321 -0.00003
S1 -3.28692 2.04109 0.00017
S2 -0.17982 -0.28621 -0.00003
O1 -2.02392 -1.84661 -0.00003
O2 -3.54742 2.84339 -1.20493
O3 -3.54722 2.84279 1.20567
O4 -4.06402 0.82309 -0.00003
O5 -1.94232 1.51219 -0.00003
O6 -0.83742 -0.95271 1.17137
C1 1.16298 -1.37151 -0.57433
C2 1.67638 -0.98301 -1.95773
C3 1.99538 0.04949 2.63517
C4 0.84508 1.09359 0.60497
C5 1.04268 1.11639 2.11777
C6 0.67918 -1.27571 -3.07133
H1 0.76788 -2.39291 -0.59353
H2 0.08148 1.03299 2.63797
H3 1.45758 2.09499 2.38957
H4 0.30028 1.99939 0.31627
H5 -0.22622 -0.66981 -2.97193
H6 1.12648 -1.04831 -4.04443
H7 1.80288 1.11779 0.07787
H8 2.17478 0.19529 3.70537
H9 1.97668 -1.34901 0.15497
H10 1.58578 -0.95601 2.50487
H11 0.38998 -2.33151 -3.07183
H12 2.96068 0.10179 2.12187
H13 1.95548 0.07569 -1.99373
H14 2.58858 -1.55721 -2.15993

Frontier orbital gap (spin up / spin down), eV: 3.67 / 3.67
Net charge: -2
HOMO level (spin up / spin down), eV: 0.980 / 0.975



4.
Molecular formula: C16H16N2O2
Method: DFT, wB97M-V/def2-TZVPD

Geometry (Å):
O1 0.14711 -2.22323 -1.16514
O2 -3.46595 -0.46910 -1.09883
N1 -2.20235 -0.85990 0.72628
N2 0.43401 1.12307 -2.08362
C1 -0.77234 1.47369 -1.54316
C2 3.40867 0.71193 0.05264
C3 -0.65532 1.62576 -0.19188
C4 0.70778 1.34304 0.13083
C5 2.71381 0.72707 -1.13655
C6 -0.31699 -2.26169 0.10072
C7 1.48629 -2.27476 -1.10130
C8 -1.79121 -2.19342 0.33280
C9 1.36069 1.03602 -1.08845
C10 -3.08183 1.36857 0.40491
C11 1.90509 -2.33965 0.19013
C12 -2.93635 -0.06387 -0.08639
C13 0.72881 -2.32601 0.97612
C14 -1.73430 2.00098 0.77678
C15 2.77561 0.99551 1.26574
C16 1.43787 1.31310 1.31911
H1 0.59657 0.92557 -3.05581
H2 -2.08005 -2.90649 1.11255
H3 4.46247 0.47566 0.05156
H4 -1.70347 -0.44867 1.49835
H5 -3.75460 1.37919 1.26560
H6 2.91478 -2.38578 0.54095
H7 -2.32358 -2.42220 -0.59367
H8 3.20159 0.50649 -2.07477
H9 -3.55731 1.93234 -0.39797
H10 2.02331 -2.26725 -2.02857
H11 -1.63781 1.57936 -2.16756
H12 3.35549 0.96753 2.17679
H13 0.67016 -2.36830 2.04464
H14 -1.85112 3.08933 0.80247
H15 0.96442 1.54076 2.26359
H16 -1.42999 1.69535 1.78107

SMILES: O=C(CCc1c[nH]c2ccccc12)NCc1ccco1
Frontier orbital gap, eV: 8.70
HOMO level, eV: -7.860



5.
Molecular formula: C5H8O2
Method: DFT, wB97M-V/def2-TZVPD

Geometry (Å):
O1 -1.25309 -2.18793 -0.04058
O2 2.39744 0.46794 0.18830
C1 -1.83251 0.22381 -0.49451
C2 -1.05557 -1.00252 -0.01306
C3 0.13188 -0.15627 0.45550
C4 1.45319 -0.51099 -0.19788
C5 -0.61437 1.09300 -0.07913
H1 -2.75831 0.40535 0.06090
H2 0.25337 -0.16852 1.54510
H3 -0.83084 1.84908 0.67878
H4 3.23402 0.26934 -0.24903
H5 -2.07223 0.20119 -1.56266
H6 1.32669 -0.53116 -1.29333
H7 1.75410 -1.52107 0.11882
H8 -0.10229 1.57444 -0.91707

SMILES: O=C1CC[C@@H]1CO
Frontier orbital gap, eV: 10.40
HOMO level, eV: -9.566



6.
Molecular formula: C3H7O3
Method: DFT, wB97M-V/def2-TZVPD

Geometry (Å):
O1 1.76833 2.09309 0.69137
O2 0.05774 -1.73478 -0.59484
O3 -2.19966 -1.60672 -0.78042
C1 -0.85810 0.38480 -0.91620
C2 -1.03968 -1.13676 -0.75159
C3 1.73868 1.29452 1.89644
H1 -0.14422 0.71105 -0.18682
H2 1.80836 1.38991 0.02233
H3 0.96135 1.70222 2.54113
H4 2.72092 1.34055 2.35642
H5 -1.78652 0.98439 -0.85688
H6 -0.54350 0.59088 -1.94259
H7 1.33493 0.30156 1.65330

Frontier orbital gap, eV: 7.61
Net charge: -1
HOMO level, eV: -3.939



7.
Molecular formula: C9H13INO3PSSr
Method: DFT, wB97M-V/def2-TZVPD

Geometry (Å):
I1 -2.31103 2.64374 -0.70116
Sr1 -0.10647 -1.25086 -2.41585
S1 3.05096 -2.79147 -0.59558
P1 0.31678 0.20251 0.14334
O1 -2.71685 -0.03058 1.32219
O2 -1.45585 -1.83095 0.95563
O3 -3.96335 0.96166 -2.35796
N1 0.23665 -2.59731 -0.58331
C1 2.91232 0.95236 -1.02690
C2 1.49220 -2.93454 -0.49117
C3 -2.36982 -0.76674 0.49236
C4 1.48395 0.39551 -1.35528
C5 -0.12479 1.22382 2.76735
C6 0.97718 1.09109 1.64144
C7 -3.19921 0.84588 -1.47745
C8 -2.91013 -0.63036 -1.00363
C9 -0.10828 -1.61234 0.53541
H1 0.29461 1.67168 3.69741
H2 3.50446 0.21432 -0.43227
H3 -0.59375 0.24384 3.02093
H4 0.54642 -1.91448 1.39446
H5 2.90786 1.94825 -0.53853
H6 1.19436 2.13613 1.30343
H7 -3.88632 -1.17531 -1.07869
H8 -0.96780 1.88404 2.44416
H9 1.87982 0.61734 2.09232
H10 3.48296 1.07272 -1.98271
H11 1.62997 -0.57181 -1.97368
H12 -2.19973 -1.15620 -1.70382
H13 1.00286 1.15805 -2.09243

Frontier orbital gap, eV: 6.99
Net charge: +2
HOMO level, eV: -15.068



8.
Molecular formula: C3H5N3O
Method: DFT, wB97M-V/def2-TZVPD

Geometry (Å):
O1 -2.75424 0.80274 -0.13722
N1 0.28495 1.20956 -0.99178
N2 2.73788 0.56478 0.17829
N3 1.32052 -1.34515 0.75550
C1 2.05611 -0.41593 0.41158
C2 -1.67452 -0.04280 0.18912
C3 -0.47387 0.58098 -0.38696
H1 -1.60747 -0.12204 1.27702
H2 2.68006 0.93767 -0.76334
H3 -1.78586 -1.05852 -0.21596
H4 -2.58752 1.12392 -1.03444
H5 1.80395 -2.23521 0.71819

SMILES: N#CCO.N=C=N
Frontier orbital gap, eV: 11.31
HOMO level, eV: -10.555



9.
Molecular formula: C8H10FNO3
Method: DFT, wB97M-V/def2-TZVPD

Geometry (Å):
F1 2.12352 0.37636 1.21821
O1 1.42417 -2.11508 1.34589
O2 -1.55713 3.17962 1.59766
O3 -3.17410 1.56771 -0.19533
N1 0.93230 -1.52543 -2.34365
C1 0.54522 -1.71171 0.24514
C2 -1.91232 1.17961 0.25109
C3 -1.26451 0.01042 0.01338
C4 0.02424 -0.24622 0.37203
C5 -1.06901 2.12456 0.91883
C6 0.82376 0.71365 0.90665
C7 1.45492 -1.56752 -1.02563
C8 0.21422 1.88430 1.28738
H1 -2.44827 3.31532 1.40157
H2 1.57186 -1.01081 -3.01947
H3 2.12366 -0.73434 -0.90068
H4 -0.27515 -2.44327 0.32773
H5 2.22102 -2.52087 -0.74249
H6 -3.22396 1.37971 -1.66139
H7 -1.99806 -0.78375 -0.36907
H8 2.22769 -1.33059 1.08266
H9 0.74386 2.62115 1.95202
H10 0.49205 -2.36281 -2.66254

Frontier orbital gap, eV: 7.10
HOMO level, eV: -8.273



10.
Molecular formula: C5H11BrN3O2
Method: DFT, wB97M-V/def2-TZVPD

Geometry (Å):
Br1 -1.78120 2.52018 2.77479
O1 -1.29975 -0.63645 2.47138
O2 0.92985 -0.83294 -1.40620
N1 0.87856 -0.34598 1.92568
N2 -0.91412 0.97122 0.70913
N3 1.98413 -0.05517 1.11997
C1 -0.43849 -0.10389 1.84435
C2 -1.76058 1.88397 1.10886
C3 0.35629 -1.88028 -2.20849
C4 -1.02376 0.50790 -0.63971
C5 0.37176 0.43396 -1.33699
H1 -1.73767 1.18344 -0.99355
H2 -0.45058 -2.27571 -1.61306
H3 0.29489 0.67171 -2.38787
H4 -0.00446 -1.48850 -3.17863
H5 -1.45056 -0.41318 -0.81479
H6 1.01710 -0.82785 2.79208
H7 2.54968 0.63117 1.62460
H8 1.00852 1.19018 -0.77167
H9 2.59416 -0.85776 1.15481
H10 -2.40406 2.18852 0.35545
H11 1.28027 -2.46455 -2.53012

SMILES: COCC/[N+](=C/Br)C(=O)NN
Frontier orbital gap, eV: 8.29
Net charge: +1
HOMO level, eV: -13.287



11.
Molecular formula: C21H60O9
Method: DFT, wB97M-V/def2-TZVPD

Geometry (Å):
O1 -1.54764 0.19309 1.19157
O2 2.04292 -1.72083 -4.55100
O3 2.71194 0.70249 4.20526
O4 1.93363 -0.45187 -1.75796
O5 -0.84404 0.13132 -2.85849
O6 -0.94589 1.94766 -0.80297
O7 -7.59136 1.80416 1.24524
O8 0.59953 -1.20710 0.39847
O9 1.91707 1.82346 -0.18107
C1 -1.56468 2.06439 2.82635
C2 3.66140 0.13771 3.34019
C3 -2.80078 -0.89201 -1.89187
C4 -5.78320 3.36833 1.32923
C5 2.43628 3.88585 -1.39466
C6 1.67965 -4.02861 -4.89187
C7 -2.86730 -0.05689 3.09079
C8 2.25238 -2.98284 -4.00742
C9 0.94138 -2.66182 0.47436
C10 -1.26650 -2.13546 -3.46953
C11 -6.14868 1.90448 1.20156
C12 1.61272 3.84253 1.00256
C13 3.75790 -3.27417 -3.67261
C14 1.92929 -2.84231 1.63798
C15 4.79178 -0.33078 4.22081
C16 -1.61944 0.52037 2.57356
C17 4.11293 1.05936 2.28615
C18 -5.69880 1.36047 -0.13613
C19 -0.37965 -3.37586 0.79649
C20 2.38930 3.10276 -0.02862
C21 -1.38215 -1.10380 -2.35603
H1 -4.72354 1.76109 -0.37351
H2 -1.40175 -3.13469 -3.14648
H3 0.95661 1.79736 -0.30597
H4 1.56203 -2.50117 2.64533
H5 -1.76288 2.26211 3.87311
H6 3.18846 1.41569 4.66963
H7 -0.70440 0.15086 3.06595
H8 -3.06070 0.06611 4.09679
H9 1.68808 -3.12654 -3.04006
H10 -2.26826 2.64419 2.19879
H11 -7.97080 2.42211 0.61153
H12 1.60491 3.43840 2.06418
H13 0.56696 3.90174 0.63361
H14 -6.35055 1.79190 -0.93202
H15 -1.41426 1.45127 -0.10834
H16 -3.63556 0.47802 2.55221
H17 0.60637 -3.95123 -4.98401
H18 -2.82053 -0.25110 -0.97156
H19 3.97180 -2.85186 -2.67859
H20 5.44554 -0.90216 3.59186
H21 4.37516 -2.85469 -4.40217
H22 3.45861 2.93293 0.19010
H23 -4.71101 3.64448 1.28207
H24 3.35734 1.13790 1.50109
H25 -1.89653 -1.93100 -4.33361
H26 2.62129 3.22823 -2.24934
H27 -0.21101 -2.10703 -3.78393
H28 -1.10494 1.40548 -1.60041
H29 5.07849 0.67912 1.88804
H30 5.30278 0.52984 4.68337
H31 -0.74880 -3.46219 -0.26343
H32 1.57716 4.44249 -1.52793
H33 -0.76757 0.11001 -3.81874
H34 3.27996 4.58340 -1.28741
H35 -3.01384 -1.07551 2.85401
H36 -6.20412 3.88034 0.50320
H37 -5.81776 1.31661 2.06379
H38 -5.88107 0.28255 -0.15062
H39 2.24294 -4.09759 -5.85662
H40 -6.36169 3.69223 2.19828
H41 1.22657 -0.86143 -0.32186
H42 4.47868 -0.98365 5.00626
H43 1.09655 -0.25852 -2.14236
H44 1.95517 4.79131 1.06868
H45 -0.09087 -4.37211 1.25162
H46 2.39045 0.31955 -1.37669
H47 -3.18173 -1.93775 -1.72423
H48 -0.58537 2.49426 2.58851
H49 2.24471 -3.86660 1.71530
H50 -3.27331 -0.42719 -2.74324
H51 3.09367 -0.67076 2.85646
H52 1.79584 -4.94852 -4.21108
H53 -0.72125 -1.41599 -1.55884
H54 -0.97497 -2.84348 1.47371
H55 2.42762 -1.04860 -4.00306
H56 -0.75596 -0.34961 0.95012
H57 2.86765 -2.29686 1.48100
H58 3.94901 -4.34931 -3.69032
H59 4.34466 2.05007 2.67832
H60 1.32998 -3.00859 -0.47080

SMILES: CC(C)O.CC(C)O.CC(C)O.CC(C)O.CC(C)O.CC(C)O.CC(C)O.O.O
Frontier orbital gap, eV: 10.48
HOMO level, eV: -9.926



12.
Molecular formula: C4H12O2
Method: DFT, wB97M-V/def2-TZVPD

Geometry (Å):
O1 -6.15247 0.64510 1.82358
O2 6.52218 -0.75129 0.19081
C1 -1.14836 0.33791 -1.29180
C2 -0.29594 -0.96802 0.56444
C3 0.04920 -0.12957 -0.45072
C4 1.29572 0.61140 -0.41539
H1 1.52669 0.86556 -1.38638
H2 -5.75776 1.29820 1.21998
H3 -5.97568 -0.18364 1.39214
H4 5.70313 -0.36488 0.57605
H5 -2.02863 -0.18531 -1.15502
H6 6.17596 -1.62691 -0.26010
H7 1.90363 -0.01288 0.26052
H8 0.35317 -1.58525 1.15835
H9 -1.41450 1.30115 -0.75371
H10 -0.76460 0.35738 -2.41090
H11 -1.44017 -1.20385 0.74973
H12 1.44843 1.59489 0.18842

SMILES: C=C(C)C.O.O
Frontier orbital gap, eV: 9.47
HOMO level, eV: -8.998



Values of calculated total energy, in order: -871.94490; -345.73874; -2055.29485; -879.30692; -345.76160; -344.26219; -1698.42488; -356.77159; -690.98600; -3085.50392; -1513.20671; -309.98243, all in Eh.